{
  "formula": "C48H58Cl2CoN2O3Si4Te",
  "method": "ωB97M-V/def2-TZVPD",
  "s_squared": 6.047,
  "charge": -1,
  "orbital_gap_ev": [5.8598, 6.6087],
  "multiplicity": 5,
  "symbols": ["Co", "C", "C", "C", "C", "C", "O", "C", "C", "C", "C", "C", "C", "C", "O", "C", "C", "C", "N", "C", "C", "Te", "C", "C", "C", "C", "C", "C", "C", "C", "C", "C", "C", "C", "H", "H", "H", "H", "H", "H", "H", "H", "H", "H", "H", "H", "H", "H", "H", "H", "H", "H", "H", "H", "H", "H", "H", "H", "Cl", "C", "C", "C", "Cl", "C", "C", "C", "C", "N", "C", "C", "O", "H", "H", "H", "H", "C", "H", "H", "H", "C", "Si", "C", "C", "Si", "Si", "C", "C", "C", "Si", "C", "C", "C", "H", "H", "H", "H", "H", "H", "H", "H", "H", "H", "H", "H", "H", "H", "H", "H", "H", "H", "H", "H", "H", "H", "H", "H", "H", "H", "H"],
  "positions_angstrom": [[-0.5446, -0.3183, -1.8275], [3.4538, 1.3965, 4.2049], [2.5373, 0.7363, 3.2043], [1.2358, 0.3459, 3.5750], [0.2587, -0.0446, 2.6597], [-1.0764, -0.3370, 3.1523], [-2.1031, -0.0114, 2.3423], [-1.4457, -0.8329, 4.4388], [-0.5024, -1.4934, 5.3215], [-0.8414, -1.8285, 6.6080], [-2.1894, -1.6589, 7.0365], [-3.1081, -1.0276, 6.2233], [-2.7207, -0.6299, 4.9188], [0.5590, -0.0784, 1.2842], [-0.3902, -0.4367, 0.3968], [1.9249, 0.1455, 0.8655], [2.8194, 0.6451, 1.8241], [2.5118, -0.1267, -0.5011], [1.9088, -0.7717, -1.4010], [2.5447, -1.0742, -2.6911], [3.5415, -2.2282, -2.6099], [2.8882, -3.9947, -1.6570], [2.9967, -3.5385, 0.3453], [4.1404, -3.8043, 1.1158], [4.1548, -3.6030, 2.4868], [3.0135, -3.1918, 3.0845], [1.8622, -2.8681, 2.3667], [1.8473, -3.0712, 1.0011], [3.9528, 0.3914, -0.7223], [4.1988, 1.6720, -1.1638], [5.5345, 2.0861, -1.3298], [6.6021, 1.2091, -1.0837], [6.3100, -0.0949, -0.6352], [5.0197, -0.4427, -0.3765], [2.9508, 2.2535, 4.6843], [4.3752, 1.7334, 3.7418], [3.6857, 0.6898, 5.0222], [0.9885, 0.3094, 4.6466], [0.4417, -1.7252, 4.8784], [-0.1022, -2.2530, 7.2824], [-2.4976, -1.8602, 8.0738], [-4.0584, -0.7226, 6.6099], [-3.4277, -0.0424, 4.2294], [3.7830, 0.9224, 1.4232], [3.0446, -0.2137, -3.2061], [1.7701, -1.3257, -3.3865], [4.4124, -1.9551, -2.0402], [3.8820, -2.5412, -3.5856], [5.0358, -4.2069, 0.6705], [5.0266, -3.7749, 3.1318], [3.0395, -3.0203, 4.1711], [0.9834, -2.5088, 2.8936], [0.9656, -2.8570, 0.3967], [3.3628, 2.3936, -1.3459], [5.6772, 3.1482, -1.7324], [7.5994, 1.5354, -1.3048], [7.0893, -0.8178, -0.4246], [4.7641, -1.4257, 0.0380], [1.4581, 4.4702, -1.0327], [1.0409, 3.6473, -2.5323], [1.4064, 4.3155, -3.6837], [1.0643, 3.7630, -4.9223], [1.6152, 4.5694, -6.3609], [0.4115, 2.4863, -5.0143], [0.0340, 1.8489, -6.2275], [-0.4966, 0.6036, -6.1979], [-0.6604, -0.0393, -4.9738], [-0.3337, 0.5436, -3.8203], [0.1327, 1.7981, -3.8044], [0.4447, 2.3835, -2.5383], [0.2068, 1.7002, -1.4842], [1.9017, 5.2794, -3.6612], [0.2255, 2.3917, -7.1831], [-0.7771, 0.1290, -7.1308], [-1.0228, -1.0637, -4.8892], [-0.6348, -2.2545, -2.6801], [0.1322, -2.4243, -3.4955], [-1.5806, -2.4831, -3.1314], [-0.4595, -3.0884, -1.9469], [-2.0025, -3.1670, 1.4106], [-3.2473, -2.0584, 0.5769], [-3.7705, -3.0671, -0.9553], [-4.6693, -1.9543, 1.8260], [-2.0377, 0.1459, 0.5030], [-2.1659, 2.5721, 0.9963], [-2.8007, 3.7125, -0.3195], [-0.5047, 3.1449, 1.6927], [-3.3501, 2.8046, 2.4649], [-3.0299, 0.7279, -2.4459], [-3.6417, -0.4125, -3.8048], [-3.1610, 2.3730, -3.4032], [-4.7692, 0.8498, -1.4379], [-1.3633, -3.6848, 0.6289], [-2.5474, -3.9202, 2.0028], [-1.4510, -2.5436, 2.1051], [-4.2324, -3.9886, -0.6058], [-2.9738, -3.4195, -1.5963], [-4.4203, -2.5529, -1.6364], [-5.1390, -2.9636, 1.9372], [-5.5245, -1.2368, 1.5778], [-4.1392, -1.6959, 2.7608], [-2.0056, 4.1283, -0.9116], [-3.3099, 4.5290, 0.2632], [-3.5242, 3.2775, -0.9713], [0.2712, 2.6988, 1.0360], [-0.4634, 2.6838, 2.6979], [-0.5177, 4.2347, 1.7983], [-4.3857, 2.5699, 2.1398], [-3.3782, 3.8775, 2.7771], [-3.0396, 2.1210, 3.2595], [-2.9135, -0.6704, -4.5623], [-4.4097, 0.1337, -4.4089], [-4.0354, -1.4013, -3.4663], [-2.8484, 3.2934, -2.9482], [-4.2303, 2.5185, -3.6039], [-2.6465, 2.2269, -4.3726], [-4.7957, 0.3171, -0.4465], [-5.6425, 0.4850, -2.0291], [-4.9786, 1.8785, -1.1433]],
  "mulliken_spin": [2.645, 0.003, -0.031, 0.087, -0.105, 0.353, 0.164, -0.011, 0.149, -0.083, 0.160, -0.106, 0.187, 0.026, 0.005, 0.005, 0.083, -0.032, 0.020, 0.030, -0.001, 0.001, 0.004, -0.001, 0.001, 0.002, 0.013, 0.000, 0.012, -0.004, 0.001, 0.000, 0.003, 0.003, -0.001, -0.001, -0.002, -0.003, 0.032, -0.003, 0.013, -0.006, 0.034, 0.020, -0.001, -0.007, 0.000, 0.000, 0.000, 0.000, 0.000, 0.002, 0.000, -0.001, 0.000, 0.000, 0.000, -0.005, 0.000, 0.013, 0.001, 0.000, 0.000, 0.006, -0.003, -0.002, -0.012, 0.031, 0.009, -0.037, -0.008, 0.000, 0.000, 0.001, 0.003, 0.180, -0.009, -0.023, -0.020, 0.010, 0.006, 0.005, -0.005, 0.095, 0.002, 0.001, -0.006, 0.004, 0.068, -0.003, -0.001, 0.031, 0.000, 0.000, 0.001, 0.000, 0.000, 0.000, 0.000, 0.000, 0.004, 0.000, 0.000, 0.001, 0.005, 0.002, 0.000, 0.002, 0.000, -0.001, 0.001, 0.000, 0.000, -0.001, -0.001, 0.000, -0.009, 0.001, 0.001]
}

{
  "formula": "C4H3NO2",
  "method": "ωB97M-V/def2-TZVPD",
  "charge": 0,
  "smiles": "O=CC#[N+][O-].C#C",
  "orbital_gap_ev": 9.5802,
  "symbols": ["O", "C", "C", "N", "O", "H", "C", "C", "H", "H"],
  "positions_angstrom": [[-2.3399, 0.5386, -0.3675], [-1.7815, -0.4100, -0.8640], [-0.3834, -0.7343, -0.6500], [0.7062, -1.1348, -0.5855], [1.8560, -1.4077, -0.4117], [-2.2910, -1.1214, -1.5308], [1.6347, 0.9035, 1.1720], [0.4881, 1.2481, 1.0466], [2.6452, 0.5734, 1.2632], [-0.5345, 1.5447, 0.9277]],
  "nbo_charge": [-0.469, 0.351, 0.073, 0.265, -0.357, 0.158, -0.238, -0.277, 0.244, 0.252]
}

{
  "formula": "CHCl2OPS",
  "method": "ωB97M-V/def2-TZVPD",
  "charge": 0,
  "smiles": "O=P(Cl)(Cl)C=S",
  "orbital_gap_ev": 7.9596,
  "symbols": ["O", "P", "Cl", "Cl", "C", "S", "H"],
  "positions_angstrom": [[-1.3466, 1.2103, 0.8718], [-0.0404, 0.6256, 0.4618], [1.3824, 0.0520, 1.7729], [1.1195, 1.9757, -0.9137], [-0.2336, -0.9508, -0.5033], [-1.1407, -1.1614, -1.8018], [0.2595, -1.7514, 0.1123]],
  "nbo_charge": [-0.977, 1.726, -0.221, -0.325, -0.707, 0.276, 0.228]
}

{
  "formula": "C4H6Br2O2",
  "method": "ωB97M-V/def2-TZVPD",
  "charge": 0,
  "orbital_gap_ev": 9.6066,
  "symbols": ["C", "C", "C", "C", "O", "O", "Br", "Br", "H", "H", "H", "H", "H", "H"],
  "positions_angstrom": [[-4.8184, 0.3657, -0.8322], [-0.1060, 0.5128, -0.2170], [0.9005, 0.1133, 0.7444], [-1.3523, 0.9188, 0.0519], [-5.1708, -0.5677, -0.3228], [-1.9532, 0.7512, 1.2789], [2.2285, -2.5944, -1.9278], [0.4484, -1.7712, 1.3565], [0.1656, 0.5004, -1.2946], [2.4213, -3.4391, -0.7859], [1.8597, 0.2287, 0.2633], [0.9265, 0.5717, 1.7003], [-1.9272, 1.3011, -0.6592], [-1.7937, -0.1581, 1.5817]],
  "nbo_charge": [0.496, -0.336, -0.398, 0.196, -0.494, -0.704, -0.213, -0.108, 0.222, 0.214, 0.232, 0.229, 0.168, 0.495]
}

Let's list DFT total energy in order: -5928.34540 -359.25318 -1773.90037 -5454.47273 Ha.